Below is a structure of composition C29H80AlF2N9O15S2 in a non-equilibrium geometry, with properties calculated with wB97M-V/def2-TZVPD.

## Properties
Kohn-Sham gap	2.74	eV
molecular weight	924.12	g mol⁻¹
HOMO level	-0.3024	hartree
E_tot	-4012.138094	a.u.

```
! wB97M-V def2-TZVPD RIJCOSX def2/J DEFGRID3
* xyz 0 1
Al -3.007 1.800 1.454
N -1.190 0.021 0.201
S 0.263 0.129 -0.140
O 0.576 0.975 -1.302
O 1.204 -0.803 0.385
F 0.384 1.359 0.918
S -1.284 -1.425 -0.801
O -0.512 -2.576 -0.378
O -1.436 -1.160 -2.228
F -2.824 -1.792 -0.440
C -4.913 0.377 -1.644
O -4.351 1.586 -1.374
H -5.941 0.400 -2.006
H -4.365 -0.030 -2.493
H -4.814 -0.383 -0.870
N -0.852 4.000 -0.895
O 0.193 4.561 -1.264
O -1.778 3.619 -1.595
O -1.136 3.837 0.297
C 3.963 -2.675 5.468
C 4.351 -1.207 5.687
C 4.002 -0.274 4.450
O 4.572 -0.878 3.319
C 4.223 -0.412 2.058
N 3.907 -0.753 7.013
H 4.177 -3.336 6.308
H 4.470 -3.124 4.614
H 2.899 -2.679 5.231
H 5.440 -1.235 5.645
H 4.318 0.757 4.612
H 2.918 -0.172 4.394
H 3.638 0.505 2.131
H 3.423 -1.082 1.742
H 5.065 -0.246 1.387
H 4.266 -1.413 7.688
H 4.277 0.176 7.154
C -8.143 1.347 1.980
C -6.646 1.218 2.028
C -6.231 -0.257 1.698
O -4.822 -0.401 1.992
C -4.422 -1.862 1.977
N -6.042 2.263 1.242
H -8.637 0.481 1.540
H -8.470 2.181 1.358
H -8.583 1.400 2.976
H -6.394 1.359 3.080
H -6.423 -0.547 0.665
H -6.828 -0.901 2.344
H -4.871 -2.329 1.100
H -4.890 -2.442 2.773
H -3.383 -2.178 2.065
H -6.643 3.072 1.304
H -6.048 1.946 0.283
C 0.502 3.890 4.857
C -0.200 3.021 3.823
C -0.478 1.601 4.413
O -0.754 0.674 3.342
C -0.561 -0.730 3.651
N -1.505 3.684 3.510
H -0.132 4.152 5.704
H 0.964 4.805 4.485
H 1.275 3.259 5.295
H 0.273 2.952 2.844
H -1.281 1.670 5.148
H 0.417 1.219 4.902
H 0.486 -0.983 3.817
H -0.857 -1.285 2.761
H -1.242 -0.978 4.465
H -1.410 4.549 2.997
H -1.982 4.029 4.331
C 3.642 2.165 -0.606
C 3.739 3.232 -1.731
C 5.119 3.023 -2.435
O 5.505 4.077 -3.318
C 4.782 3.966 -4.519
N 2.545 3.104 -2.476
H 4.592 2.193 -0.072
H 3.680 1.191 -1.093
H 2.804 2.294 0.079
H 3.774 4.252 -1.350
H 5.079 2.034 -2.892
H 5.879 2.863 -1.670
H 4.584 2.911 -4.711
H 5.265 4.400 -5.395
H 3.826 4.485 -4.450
H 2.597 3.765 -3.238
H 1.811 3.435 -1.866
C -1.688 -0.827 -6.456
C -2.609 0.145 -5.822
C -4.084 -0.255 -5.776
O -4.898 0.772 -5.335
C -6.313 0.611 -5.242
N -1.971 0.519 -4.575
H -2.286 -0.938 -7.360
H -1.636 -1.802 -5.970
H -0.661 -0.463 -6.473
H -2.552 1.047 -6.432
H -4.238 -1.080 -5.079
H -4.446 -0.471 -6.781
H -6.709 0.742 -6.248
H -6.611 1.500 -4.687
H -6.691 -0.314 -4.805
H -1.909 -0.393 -4.146
H -0.990 0.750 -4.636
C 0.534 -5.407 3.836
C 0.514 -4.197 2.910
C 1.840 -4.074 2.032
O 1.786 -5.035 0.966
C 3.070 -5.160 0.372
N -0.566 -4.306 1.966
H -0.379 -5.408 4.431
H 1.386 -5.217 4.489
H 0.603 -6.360 3.310
H 0.447 -3.299 3.524
H 2.718 -4.183 2.668
H 1.926 -3.096 1.558
H 3.258 -6.074 -0.190
H 3.828 -5.264 1.149
H 3.242 -4.209 -0.133
H -0.543 -3.445 1.439
H -0.160 -4.912 1.267
C 2.235 -0.274 -5.696
C 1.766 -0.262 -4.209
C 2.900 -0.491 -3.216
O 3.583 -1.720 -3.385
C 4.500 -1.967 -2.344
N 1.131 1.033 -4.022
H 3.206 0.187 -5.876
H 1.457 0.078 -6.373
H 2.491 -1.288 -6.005
H 1.086 -1.072 -3.945
H 2.527 -0.581 -2.196
H 3.678 0.271 -3.264
H 4.043 -1.953 -1.354
H 5.301 -1.229 -2.367
H 4.988 -2.930 -2.495
H 0.703 0.904 -3.117
H 1.807 1.679 -3.640
*
```